{
  "formula": "C52H64BF5N8O3PTcTe",
  "method": "ωB97M-V/def2-TZVPD",
  "charge": 1,
  "s_squared": 3.78,
  "spin_multiplicity": 4,
  "orbital_gap_ev": [4.98, 4.34],
  "e_lumo_ha": [-0.173, -0.196],
  "energy_ha": -3897.826382,
  "symbols": ["Tc", "C", "C", "C", "C", "C", "C", "C", "C", "C", "N", "N", "B", "N", "N", "C", "C", "C", "C", "C", "C", "C", "C", "C", "N", "N", "C", "C", "C", "C", "C", "C", "C", "C", "C", "H", "H", "H", "H", "H", "H", "H", "H", "H", "H", "H", "H", "H", "H", "H", "H", "H", "H", "H", "H", "H", "H", "H", "H", "H", "H", "H", "H", "H", "H", "H", "H", "H", "H", "H", "H", "H", "H", "H", "H", "H", "H", "H", "H", "H", "H", "O", "C", "O", "C", "C", "C", "C", "C", "C", "P", "C", "C", "C", "C", "C", "C", "C", "C", "C", "C", "C", "C", "H", "H", "H", "H", "H", "H", "H", "H", "H", "H", "H", "H", "H", "H", "F", "Te", "F", "F", "F", "F", "O", "N", "C", "C", "C", "C", "N", "C", "C", "H", "H", "H", "H"],
  "positions_angstrom": [[-0.41720, 0.23558, 0.34237], [-2.26973, 4.21090, 3.29439], [-1.24474, 3.51199, 2.40431], [-0.00101, 4.37280, 2.20262], [-0.91323, 2.15720, 2.95011], [-0.72446, 2.02904, 4.32220], [-0.30688, 0.73409, 4.55787], [0.10046, 0.32433, 5.94326], [-0.53058, -0.94607, 6.49902], [1.62574, 0.31090, 6.05584], [-0.27421, 0.11067, 3.36411], [-0.66513, 0.96056, 2.37829], [0.38404, -1.22792, 2.99454], [1.64996, -0.87178, 2.17000], [1.55382, 0.06923, 1.18221], [2.80617, 0.38512, 0.79759], [3.69398, -0.40811, 1.50418], [2.94119, -1.18802, 2.37432], [3.67040, -2.12610, 3.29595], [4.58985, -1.29793, 4.21204], [2.87247, -3.12129, 4.12408], [3.31143, 1.54082, -0.02251], [3.55105, 1.23791, -1.50126], [2.43899, 2.77288, 0.17786], [-0.57216, -2.08486, 2.13338], [-0.63795, -1.83187, 0.79738], [-1.23173, -2.89350, 0.20771], [-1.59885, -3.78627, 1.20662], [-1.17723, -3.25478, 2.41099], [-1.57444, -3.87519, 3.71412], [-0.42915, -4.41486, 4.57042], [-2.49485, -2.91192, 4.46710], [-1.38182, -3.38504, -1.20770], [-1.81969, -2.43113, -2.30838], [-0.08488, -4.12846, -1.55986], [-2.70339, 5.05731, 2.76740], [-1.79396, 4.58301, 4.19896], [-3.06836, 3.52616, 3.56900], [-1.71384, 3.44238, 1.41169], [0.71709, 4.19142, 3.00037], [-0.29057, 5.42165, 2.20237], [0.46444, 4.15430, 1.24648], [-0.85290, 2.78331, 5.06800], [-0.25076, 1.14332, 6.58057], [-0.21939, -1.83054, 5.95885], [-1.61414, -0.87403, 6.47064], [-0.22987, -1.05658, 7.53721], [2.05223, -0.46444, 5.43098], [1.91422, 0.13473, 7.08855], [2.02925, 1.27264, 5.74710], [0.66928, -1.79836, 3.96854], [4.76057, -0.41058, 1.40930], [4.31754, -2.70813, 2.62756], [4.01153, -0.57754, 4.78331], [5.33941, -0.75469, 3.64356], [5.10117, -1.95587, 4.90964], [2.41379, -2.64107, 4.98297], [3.54850, -3.88414, 4.50275], [2.11404, -3.60198, 3.51745], [4.30431, 1.75849, 0.39287], [2.62211, 1.04645, -2.02213], [4.19266, 0.36863, -1.62991], [4.03326, 2.09444, -1.96896], [1.41063, 2.56027, -0.09968], [2.80444, 3.59811, -0.42735], [2.47381, 3.06718, 1.22486], [-2.09108, -4.72517, 1.06579], [-2.17295, -4.74875, 3.43170], [0.16071, -3.63014, 5.02678], [0.22839, -5.03589, 3.96695], [-0.84032, -5.03164, 5.36571], [-2.05269, -1.92521, 4.52142], [-2.68081, -3.27834, 5.47190], [-3.44791, -2.83152, 3.95104], [-2.17143, -4.14396, -1.14580], [-1.16353, -1.57534, -2.41202], [-2.83535, -2.09127, -2.12401], [-1.82585, -2.96951, -3.25412], [0.77706, -3.48294, -1.44185], [-0.12497, -4.48549, -2.58459], [0.04601, -4.98237, -0.90038], [1.60325, -1.65228, -0.84505], [1.24648, -0.96384, -1.78999], [0.28230, -0.11013, -1.71410], [1.96009, -1.04535, -3.10099], [3.13514, -1.78952, -3.14527], [3.90760, -1.80552, -4.29095], [3.51326, -1.06217, -5.39243], [2.32779, -0.34909, -5.36598], [1.53400, -0.32604, -4.22049], [-0.15228, 0.39626, -4.24435], [-0.18864, 2.19954, -4.03124], [-1.11859, 2.92107, -4.78784], [-1.18340, 4.29451, -4.67402], [-0.37913, 4.95722, -3.75974], [0.49866, 4.23955, -2.96379], [0.59010, 2.86675, -3.09106], [-0.48601, 0.25181, -6.05441], [0.08000, 1.16901, -6.94284], [-0.02838, 0.97257, -8.30635], [-0.72165, -0.11921, -8.80389], [-1.31570, -1.01114, -7.92718], [-1.19526, -0.82934, -6.55900], [3.41817, -2.34462, -2.26073], [4.81508, -2.38864, -4.31843], [4.12767, -1.04833, -6.28088], [2.03264, 0.19672, -6.24713], [-1.78125, 2.40877, -5.47030], [-1.87638, 4.84880, -5.28646], [-0.45980, 6.02605, -3.64381], [1.10168, 4.75264, -2.23130], [1.26456, 2.31114, -2.46421], [0.60613, 2.03695, -6.56854], [0.43029, 1.67843, -8.98395], [-0.80605, -0.27021, -9.86884], [-1.87366, -1.85078, -8.30989], [-1.66367, -1.52614, -5.87953], [-3.09463, 1.84036, 1.38024], [-2.34089, 2.92445, -0.14797], [-4.15514, 2.36870, -0.67049], [-3.53937, 4.24667, 0.61753], [-1.38988, 4.62663, -0.41310], [-2.45173, 3.24231, -2.07283], [-0.69330, 2.19565, -0.20851], [-7.07736, -0.53632, -2.84476], [-6.06852, -0.36499, -2.33316], [-4.81470, -0.18191, -1.69856], [-3.74269, 0.39768, -2.37578], [-2.54739, 0.56274, -1.69671], [-2.35098, 0.13378, -0.44964], [-3.37876, -0.42266, 0.19430], [-4.62380, -0.58184, -0.37192], [-3.84824, 0.74592, -3.39125], [-1.69592, 1.01030, -2.19041], [-3.19797, -0.72537, 1.21590], [-5.43578, -1.00477, 0.19548]],
  "forces_ev_per_angstrom": [[1.9, -0.3, -0.6], [-0.3, -0.1, -0.2], [0.4, 0.3, 0.6], [0.0, 0.0, -0.2], [0.0, -0.1, 0.5], [0.0, -0.2, -0.5], [-0.3, 0.7, -0.2], [0.2, -0.4, 0.1], [0.0, 0.2, 0.0], [-0.2, 0.1, 0.0], [0.0, -0.4, 0.7], [-0.2, 0.1, -0.8], [0.0, 0.2, -0.3], [0.0, -0.7, 0.4], [-0.3, 0.7, -0.3], [0.8, 0.0, 0.3], [-0.7, 0.0, -0.1], [0.5, 0.3, -0.7], [0.0, -0.2, 0.5], [0.0, -0.1, -0.2], [0.1, 0.1, -0.2], [-0.1, 0.2, -0.4], [0.0, -0.1, 0.2], [0.3, -0.2, 0.1], [-0.1, 0.0, 0.8], [-0.1, 0.6, -0.7], [-0.5, -0.6, 0.1], [0.3, 0.6, 0.1], [-0.4, -0.3, -0.6], [0.2, 0.1, 0.4], [-0.1, 0.0, -0.1], [0.0, -0.2, -0.1], [0.1, 0.1, -0.5], [0.1, -0.1, 0.3], [0.0, 0.0, 0.0], [0.1, 0.0, 0.0], [0.1, 0.0, 0.0], [-0.1, 0.0, 0.0], [0.7, 0.7, 1.9], [0.0, 0.0, 0.1], [0.1, 0.0, 0.0], [0.1, 0.0, 0.0], [0.0, 0.2, 0.1], [0.0, 0.0, -0.2], [0.0, -0.1, -0.1], [-0.1, -0.1, 0.0], [0.0, -0.1, 0.1], [0.1, -0.2, -0.1], [0.1, -0.1, 0.1], [0.1, 0.1, -0.1], [0.1, -0.2, 0.4], [0.2, 0.1, 0.0], [-0.1, 0.1, 0.0], [0.0, 0.1, 0.1], [0.1, 0.1, 0.0], [0.1, -0.1, 0.1], [-0.2, 0.0, 0.1], [0.0, -0.1, 0.0], [-0.2, -0.2, 0.0], [-0.2, -0.1, 0.1], [0.0, 0.0, -0.1], [0.0, -0.1, 0.0], [0.0, 0.1, -0.1], [-0.1, 0.2, -0.1], [0.0, 0.1, -0.1], [-0.1, 0.1, 0.1], [-0.1, -0.2, 0.0], [0.1, 0.1, -0.1], [0.1, 0.1, 0.0], [0.1, -0.1, 0.0], [0.0, 0.0, 0.1], [0.0, 0.2, 0.1], [0.0, 0.0, 0.2], [-0.1, 0.1, 0.0], [0.1, 0.1, 0.1], [-0.1, 0.0, -0.1], [-0.1, 0.1, 0.0], [0.0, 0.0, -0.1], [0.1, 0.0, -0.1], [0.0, -0.1, -0.1], [0.0, -0.1, 0.1], [0.1, 0.0, -0.3], [1.4, -1.3, 0.0], [-1.3, 1.5, 2.7], [-0.1, 0.1, -0.1], [-0.1, -0.1, 0.1], [0.0, 0.0, 0.1], [0.0, -0.1, 0.0], [0.2, 0.0, 0.1], [0.0, 0.3, 0.0], [-1.4, -0.8, -1.0], [0.3, -0.1, -0.1], [0.2, -0.1, 0.2], [-0.1, 0.1, 0.2], [0.1, 0.0, 0.0], [-0.1, 0.2, 0.0], [-0.1, -0.1, -0.3], [0.5, 0.5, 0.3], [-0.2, -0.2, -0.3], [0.1, 0.2, -0.1], [-0.1, -0.1, 0.1], [0.0, 0.0, -0.2], [0.0, 0.1, 0.2], [0.1, 0.0, 0.0], [0.1, 0.0, 0.0], [0.0, 0.0, -0.1], [0.0, 0.0, 0.0], [0.0, 0.0, -0.1], [-0.1, 0.1, 0.0], [0.0, 0.1, 0.0], [0.1, 0.1, 0.1], [0.1, 0.0, 0.0], [0.1, 0.0, 0.0], [0.0, 0.0, -0.1], [0.0, 0.0, -0.1], [-0.1, -0.1, 0.0], [0.0, -0.1, 0.1], [1.2, 0.7, -1.0], [-6.4, 4.9, -2.8], [1.3, 0.0, 0.2], [1.1, -0.8, -0.4], [-0.4, -1.5, 0.7], [0.3, -0.6, 1.6], [1.2, -2.2, 0.4], [-0.4, -0.1, -0.2], [-0.2, 0.0, -0.1], [1.2, 0.2, 0.2], [-0.4, -0.2, 0.3], [0.2, -0.4, -1.3], [-0.3, -0.5, -0.4], [-0.7, -0.6, 0.6], [0.3, 0.0, -0.2], [0.1, 0.1, 0.0], [-0.1, -0.1, -0.1], [0.0, 0.0, 0.0], [0.0, -0.1, 0.1]],
  "lowdin_spin": [2.613, 0.001, 0.003, 0.001, 0.012, 0.007, 0.019, 0.002, 0.001, 0.002, 0.002, 0.002, 0.002, 0.004, 0.008, 0.014, 0.008, 0.019, 0.003, 0.002, 0.000, 0.001, 0.001, 0.001, 0.008, 0.013, 0.015, 0.011, 0.025, 0.003, 0.001, 0.002, 0.001, 0.000, 0.001, 0.000, 0.000, 0.000, 0.001, 0.000, 0.000, 0.000, 0.000, 0.000, 0.000, 0.000, 0.000, 0.000, 0.000, 0.000, 0.000, 0.000, 0.001, 0.000, 0.000, 0.000, 0.000, 0.000, 0.000, 0.000, 0.000, 0.000, 0.000, 0.001, 0.000, 0.000, 0.000, 0.000, 0.000, 0.000, 0.000, 0.000, 0.000, 0.000, 0.000, 0.000, 0.000, 0.000, 0.000, 0.000, 0.000, 0.017, 0.004, 0.027, -0.002, 0.000, 0.000, 0.000, 0.000, 0.001, 0.006, 0.001, 0.001, 0.000, 0.001, 0.000, 0.000, 0.001, 0.000, 0.000, 0.000, 0.000, 0.000, 0.000, 0.000, 0.000, 0.000, 0.000, 0.000, 0.000, 0.000, 0.000, 0.000, 0.000, 0.000, 0.000, 0.000, 0.004, 0.009, 0.006, 0.000, -0.002, 0.004, 0.088, 0.005, 0.001, 0.008, -0.003, 0.009, -0.003, 0.010, -0.003, 0.000, 0.000, 0.001, 0.000]
}